Density functional theory data (wB97M-V/def2-TZVPD) for a cluster of 2 separate species, C6H11N in total.

- highest occupied orbital energy (Eh) = -0.251
- lowest unoccupied orbital energy (eV) = -1.7078
- ΔE to the lowest compared entry with this formula, charge and spin (eV) = 7.100

Bonds (Å) are listed after each position.
Atoms and positions in Å:
1 C 0.97757 -0.53782 -0.28344  C5 1.486, C11 1.356, C15 1.430
2 C 2.13147 1.73002 -0.41501  C5 1.328, H16 1.077, H18 1.088
3 H 1.98970 0.56208 1.27352  C5 1.083
4 H 0.22069 -1.73090 -1.74514  C11 1.079
5 C 1.73800 0.63401 0.22246  C1 1.486, C2 1.328, H3 1.083
6 H 1.33335 -0.25086 -2.32528  C11 1.077
7 H -3.87034 -0.21194 1.17684  N8 1.028
8 N -3.30087 -0.38124 0.33779  H7 1.028, C17 1.399
9 H -0.25463 -2.13008 0.47265  C15 1.083
10 H -1.62722 -0.74730 0.17782  C17 1.151
11 C 0.89134 -0.90006 -1.58771  C1 1.356, H4 1.079, H6 1.077
12 H 0.61095 -1.11629 1.77764  C15 1.073
13 H -1.91659 0.98048 -0.33710  C17 1.096
14 H -1.71307 0.66699 1.43257  C17 1.090
15 C 0.29862 -1.24384 0.75898  C1 1.430, H9 1.083, H12 1.073
16 H 2.71969 2.51350 0.03138  C2 1.077
17 C -2.07114 0.26977 0.48317  N8 1.399, H10 1.151, H13 1.096, H14 1.090
18 H 1.84248 1.89348 -1.45115  C2 1.088